13 unconnected molecules or ions with the total composition C5H37N2O13. Source: the Open Molecules 2025 dataset; level of theory: ωB97M-V/def2-TZVPD.

Computed properties:
- Highest occupied orbital energy: -13.2 eV
- Frontier orbital gap: 10.639 eV
- Energy above the lowest of the compared OMol25 structures with the same formula, charge and spin: 493.8 kJ/mol
- Charge: +1

Element x y z (Å)
C: -1.215 1.762 1.568
O: -0.532 1.391 2.761
C: -0.339 1.924 0.307
C: 0.441 0.669 -0.013
C: -0.394 -0.471 -0.546
N: -0.968 -3.128 -0.469
C: -1.394 -2.468 0.613
N: -0.961 -1.210 0.643
H: -1.803 2.725 1.683
H: -1.952 0.970 1.597
H: 0.029 2.101 3.106
H: 0.325 2.837 0.354
H: -0.819 2.244 -0.647
H: 1.214 0.795 -0.730
H: 1.025 0.355 0.881
H: -1.201 0.017 -1.126
H: 0.348 -1.115 -1.090
H: -0.372 -2.675 -1.166
H: -1.641 -3.759 -0.909
H: -1.968 -2.779 1.463
H: -1.235 -0.687 1.499
H: -0.603 -2.898 -4.222
H: 0.507 -3.872 -3.494
O: -0.080 -3.118 -3.456
H: 2.967 1.579 1.041
H: 3.731 2.194 2.279
O: 3.035 1.590 2.005
H: -4.344 -1.514 -1.667
H: -4.993 -2.051 -3.066
O: -4.215 -1.935 -2.516
H: 0.363 1.146 -3.203
H: -0.558 2.431 -3.230
O: 0.289 2.079 -2.969
H: 2.225 -2.333 -0.812
H: 3.143 -1.039 -0.921
O: 2.381 -1.503 -1.270
H: 3.358 -3.086 1.963
H: 4.219 -3.686 1.078
O: 3.266 -3.519 1.087
H: -0.290 2.935 -5.957
H: -0.152 3.773 -4.771
O: 0.240 2.970 -5.139
H: -3.087 -0.397 3.518
H: -3.165 -1.871 3.150
O: -3.132 -0.974 2.750
H: -0.768 -0.910 4.397
H: -1.493 0.218 4.860
O: -1.443 -0.739 5.091
H: 3.966 1.938 -1.587
H: 4.745 1.786 -0.331
O: 3.826 1.886 -0.613
H: 3.437 1.998 -4.483
H: 2.225 2.548 -3.677
O: 3.113 2.205 -3.599
H: -2.616 1.489 4.163
H: -2.727 2.727 4.990
O: -3.170 1.886 4.841

Atomic partial charges in e from the Löwdin method, atoms 1 to 8: -0.25, -0.08, -0.16, -0.23, -0.12, 0.16, -0.09, 0.08

C3H5N3O in the gas phase. Source: the Open Molecules 2025 dataset; level of theory: ωB97M-V/def2-TZVPD.

Computed properties:
- Highest occupied orbital energy: -9.5 eV
- Frontier orbital gap: 10.412 eV
- Energy above the lowest of the compared OMol25 structures with the same formula, charge and spin: 247.6 kJ/mol
- Charge: 0
- Structure (SMILES): Nc1conc1N

Element x y z (Å)
N: 0.129 1.733 -0.027
C: 0.426 0.353 -0.004
C: 1.616 -0.295 0.020
O: 1.440 -1.619 0.030
N: 0.047 -1.891 0.008
C: -0.528 -0.717 -0.012
N: -1.911 -0.579 -0.020
H: 0.361 2.181 0.852
H: 0.629 2.212 -0.766
H: 2.627 0.086 0.029
H: -2.399 -0.600 -0.896
H: -2.437 -0.865 0.785

Atomic partial charges in e from the Löwdin method, atoms 1 to 8: 0.07, -0.27, -0.08, -0.04, 0.14, -0.37, 0.10, 0.08

12 unconnected molecules or ions with the total composition C22H68N14O12. Source: the Open Molecules 2025 dataset; level of theory: ωB97M-V/def2-TZVPD.

Computed properties:
- Highest occupied orbital energy: -8.7 eV
- Frontier orbital gap: 8.845 eV
- Energy above the lowest of the compared OMol25 structures with the same formula, charge and spin: 1732.7 kJ/mol
- Charge: 0
- Structure (SMILES): NC(N)=O.NC(N)=O.NC(N)=O.NC(N)=O.NC(N)=O.NC(N)=O.NC(N)=O.CC(C)O.CC(C)O.CC(C)O.CC(C)O.CC(C)O

Element x y z (Å)
C: 6.383 -23.120 -20.503
O: 6.822 -24.355 -21.017
N: 7.061 -22.400 -19.674
N: 5.269 -22.529 -20.867
H: 8.038 -22.698 -19.813
H: 6.825 -22.471 -18.713
H: 4.747 -22.956 -21.649
H: 4.655 -21.876 -20.324
C: 3.151 -20.190 -20.608
O: 1.803 -20.279 -20.752
N: 3.952 -19.525 -21.315
N: 3.805 -20.751 -19.644
H: 3.531 -19.007 -22.121
H: 4.911 -19.961 -21.434
H: 3.202 -20.925 -18.850
H: 4.869 -20.508 -19.342
C: 6.409 -19.834 -23.174
O: 6.507 -18.437 -23.321
N: 6.376 -20.260 -21.902
N: 6.370 -20.683 -24.219
H: 6.644 -19.485 -21.263
H: 6.327 -21.186 -21.387
H: 6.287 -20.424 -25.273
H: 6.482 -21.681 -23.999
C: 4.637 -20.924 -14.559
O: 5.905 -20.403 -14.331
N: 3.921 -21.475 -13.653
N: 4.098 -20.994 -15.700
H: 4.487 -21.347 -12.723
H: 2.837 -21.383 -13.560
H: 4.520 -20.303 -16.227
H: 3.174 -21.211 -15.923
C: -0.900 -19.563 -23.221
O: -0.072 -20.389 -23.912
N: -0.667 -19.160 -22.002
N: -1.971 -19.041 -23.658
H: 0.197 -19.461 -21.516
H: -1.083 -18.236 -21.610
H: -2.170 -19.156 -24.680
H: -2.872 -19.253 -23.145
C: -1.653 -22.304 -20.140
O: -2.943 -21.961 -20.364
N: -0.675 -21.631 -20.733
N: -1.297 -23.402 -19.488
H: -1.039 -20.767 -21.155
H: 0.318 -21.378 -20.511
H: -2.124 -23.999 -19.315
H: -0.365 -23.858 -19.516
C: 6.225 -19.842 -17.622
O: 7.209 -20.397 -16.849
N: 6.140 -20.035 -18.919
N: 5.361 -19.007 -17.208
H: 6.806 -20.811 -19.295
H: 6.230 -19.173 -19.458
H: 5.447 -18.584 -16.248
H: 4.654 -18.584 -17.822
C: 2.291 -23.059 -17.507
C: 1.239 -21.893 -17.441
C: 0.605 -21.890 -16.026
O: 1.678 -20.793 -17.763
H: 2.751 -23.170 -16.533
H: 3.212 -22.840 -18.098
H: 1.942 -24.022 -17.718
H: 0.481 -22.100 -18.176
H: 1.405 -21.701 -15.259
H: 0.201 -22.875 -15.718
H: -0.206 -21.192 -15.839
H: 1.091 -20.105 -17.544
C: 3.101 -19.000 -24.538
C: 2.961 -17.666 -23.783
C: 1.662 -17.572 -23.070
O: 3.817 -17.276 -22.927
H: 2.880 -18.826 -25.555
H: 2.378 -19.654 -24.140
H: 4.119 -19.383 -24.620
H: 2.903 -16.904 -24.559
H: 1.632 -18.243 -22.237
H: 0.787 -17.713 -23.711
H: 1.558 -16.612 -22.587
H: 3.828 -16.316 -22.847
C: 1.792 -23.245 -22.151
C: 3.004 -23.408 -23.148
C: 3.469 -22.086 -23.752
O: 3.968 -24.118 -22.779
H: 1.204 -22.315 -22.471
H: 2.049 -22.981 -21.099
H: 1.221 -24.121 -22.249
H: 2.557 -23.938 -23.954
H: 2.843 -21.600 -24.480
H: 4.410 -22.355 -24.333
H: 3.689 -21.372 -22.938
H: 3.524 -24.939 -22.573
C: 7.620 -16.044 -21.271
C: 7.477 -17.414 -20.779
C: 8.248 -17.404 -19.385
O: 6.305 -17.821 -20.563
H: 7.237 -15.980 -22.279
H: 8.693 -15.780 -21.423
H: 7.127 -15.311 -20.698
H: 7.909 -18.135 -21.512
H: 8.213 -18.441 -18.970
H: 7.805 -16.873 -18.596
H: 9.370 -17.284 -19.435
H: 5.793 -17.876 -21.342
C: 2.269 -17.591 -17.250
C: 2.600 -17.637 -18.731
C: 2.154 -16.563 -19.668
O: 3.805 -17.780 -18.926
H: 2.435 -18.568 -16.856
H: 1.249 -17.214 -17.179
H: 3.017 -16.937 -16.764
H: 2.031 -18.480 -19.186
H: 1.082 -16.632 -19.717
H: 2.694 -16.788 -20.656
H: 2.426 -15.619 -19.274
H: 3.892 -18.423 -19.607

Atomic partial charges in e from the Löwdin method, atoms 1 to 8: -0.58, -0.10, 0.12, 0.16, 0.16, 0.12, 0.09, 0.05

2 unconnected molecules or ions with the total composition C2HN2OS. Source: the Open Molecules 2025 dataset; level of theory: ωB97M-V/def2-TZVPD.

Computed properties:
- Highest occupied orbital energy: -1.8 eV
- Frontier orbital gap: 5.547 eV
- Energy above the lowest of the compared OMol25 structures with the same formula, charge and spin: 196.7 kJ/mol
- Charge: -1

Element x y z (Å)
C: 1.139 0.381 0.368
C: 0.414 0.918 -0.639
N: -1.898 -1.569 0.672
N: -1.508 -1.285 -0.340
O: 2.338 0.245 0.548
S: -0.815 1.577 -1.388
H: 0.329 -0.267 0.779

Need the Löwdin charges? In units of e they are: -0.60, -0.73, 0.02, 0.01, -0.16, 0.41, 0.05

A molecular structure, C31H32N7O6S2W. Source: the Open Molecules 2025 dataset; level of theory: ωB97M-V/def2-TZVPD.

Computed properties:
- Highest occupied orbital energy (alpha / beta): -3.6 / -3.6 eV
- Frontier orbital gap (alpha / beta): 5.412 / 5.412 eV
- Energy above the lowest of the compared OMol25 structures with the same formula, charge and spin: 72.2 kJ/mol
- Charge: -1

Element x y z (Å)
W: -1.058 -0.343 -0.354
N: -3.836 -0.246 -3.941
C: -3.271 -0.170 -2.663
S: -2.606 -1.640 -1.982
N: -3.296 0.952 -2.038
N: -2.748 0.799 -0.779
C: -2.833 1.811 0.148
C: -2.220 0.036 1.556
C: -2.197 2.452 2.519
C: -0.716 2.566 2.799
C: 0.225 1.634 2.678
C: 0.199 0.164 2.314
N: -0.978 -0.476 1.748
H: -3.406 -0.952 -4.517
H: -3.872 0.657 -4.392
H: -3.151 2.794 -0.194
H: -2.694 2.130 3.445
H: -0.370 3.538 3.142
H: 1.235 1.944 2.941
H: 0.447 -0.378 3.240
O: 0.718 0.318 0.064
C: 1.249 -0.185 1.272
C: 1.480 -1.681 1.159
C: 2.640 -2.211 1.708
C: 2.919 -3.553 1.577
C: 2.094 -4.424 0.892
C: 0.939 -3.912 0.335
C: 0.620 -2.558 0.466
O: -0.517 -2.190 -0.159
N: 4.184 -4.079 2.171
O: 4.391 -5.278 2.088
O: 4.928 -3.284 2.719
H: 2.206 0.306 1.485
H: 3.340 -1.565 2.220
H: 2.359 -5.466 0.791
H: 0.264 -4.534 -0.235
C: 5.971 1.614 -0.073
C: 4.794 1.020 -0.798
C: 3.930 1.834 -1.536
C: 2.837 1.308 -2.195
C: 2.578 -0.057 -2.111
C: 3.429 -0.883 -1.398
C: 4.533 -0.340 -0.747
S: 1.174 -0.792 -2.915
O: 1.160 -2.165 -2.491
O: 1.324 -0.490 -4.318
N: -0.160 -0.074 -2.373
C: -0.361 1.272 -2.753
C: -0.417 1.728 -4.078
C: -0.683 3.062 -4.282
C: -0.912 3.905 -3.193
C: -0.851 3.351 -1.932
N: -0.549 2.071 -1.714
H: 6.615 2.176 -0.753
H: 6.576 0.840 0.399
H: 5.645 2.304 0.708
H: 4.120 2.900 -1.590
H: 2.184 1.961 -2.759
H: 3.213 -1.940 -1.337
H: 5.192 -0.989 -0.181
H: -0.262 1.037 -4.889
H: -0.734 3.453 -5.292
H: -1.138 4.955 -3.317
H: -1.026 3.956 -1.048
C: -2.927 -1.390 3.480
C: -3.390 -0.824 2.132
C: -3.795 -1.991 1.236
C: -4.636 0.032 2.372
C: -2.476 1.509 1.404
H: -3.740 -1.958 3.939
H: -2.638 -0.591 4.170
H: -2.068 -2.051 3.360
H: -4.538 -2.600 1.762
H: -2.945 -2.633 0.994
H: -4.214 -1.650 0.292
H: -5.434 -0.606 2.759
H: -4.987 0.491 1.447
H: -4.467 0.826 3.102
H: -2.596 3.446 2.294

Atomic partial charges in e from the Löwdin method, atoms 1 to 8: 1.75, 0.04, -0.85, 0.66, 0.00, -0.31, -0.15, -0.33

3 unconnected molecules or ions with the total composition C5H8O2. Source: the Open Molecules 2025 dataset; level of theory: ωB97M-V/def2-TZVPD.

Computed properties:
- Highest occupied orbital energy: -8.3 eV
- Frontier orbital gap: 8.984 eV
- Energy above the lowest of the compared OMol25 structures with the same formula, charge and spin: 658.1 kJ/mol
- Charge: 0

Element x y z (Å)
C: 0.583 1.620 0.849
C: 0.074 0.396 1.199
O: -1.304 0.194 1.041
C: -1.280 -0.759 0.006
C: -0.495 -0.442 -1.260
C: 0.089 -1.173 -0.284
O: 0.972 -2.166 -0.045
H: 0.510 1.509 -0.742
H: -0.108 2.449 0.722
H: 1.608 1.871 1.110
H: 0.593 -0.305 1.850
H: -2.182 -1.372 -0.020
H: 0.133 0.942 -1.307
H: -0.750 -0.525 -2.308
H: 1.557 -2.239 -0.811

Atomic partial charges in e from the Löwdin method, atoms 1 to 8: -0.04, -0.25, -0.06, -0.22, -0.03, -0.34, 0.08, 0.10

11 unconnected molecules or ions with the total composition C5H33NO10. Source: the Open Molecules 2025 dataset; level of theory: ωB97M-V/def2-TZVPD.

Computed properties:
- Highest occupied orbital energy (alpha / beta): -14.3 / -14.3 eV
- Frontier orbital gap (alpha / beta): 11.782 / 6.252 eV
- Energy above the lowest of the compared OMol25 structures with the same formula, charge and spin: 0.0 kJ/mol
- Charge: +1
- Spin multiplicity: 2

Element x y z (Å)
C: 2.690 -0.791 0.565
C: 1.549 -1.131 -0.408
C: 0.540 -0.009 -0.512
C: -0.456 0.015 0.651
N: -1.491 1.045 0.390
C: -2.505 1.100 1.445
H: 3.272 0.100 0.185
H: 3.394 -1.642 0.639
H: 2.328 -0.632 1.583
H: 1.950 -1.345 -1.407
H: 1.053 -2.031 -0.031
H: 1.045 0.932 -0.590
H: -0.046 -0.136 -1.449
H: -0.920 -0.959 0.740
H: 0.088 0.213 1.624
H: -1.016 1.968 0.230
H: -3.226 1.917 1.158
H: -2.989 0.147 1.509
H: -2.129 1.371 2.441
H: 0.588 -0.799 3.320
H: 1.729 -0.367 4.275
O: 1.029 -0.064 3.679
H: 0.701 3.108 -1.014
H: 1.407 3.692 -2.159
O: 0.999 2.940 -1.870
H: -0.476 -4.002 0.227
H: -1.110 -2.795 -0.354
O: -0.977 -3.267 0.488
H: -0.970 -2.544 3.354
H: -0.394 -2.581 1.901
O: -0.192 -2.267 2.858
H: -0.202 -1.744 -2.983
H: 0.189 -1.739 -4.419
O: 0.436 -1.374 -3.610
H: -2.193 -2.807 -2.268
H: -1.851 -1.255 -1.856
O: -1.463 -2.249 -1.942
H: -2.377 0.520 -1.157
H: -1.856 0.563 -2.662
O: -2.524 0.052 -2.039
H: 0.802 2.971 1.333
H: 0.191 4.343 1.040
O: 0.253 3.479 0.658
H: 1.495 1.318 2.774
H: 2.430 1.587 1.698
O: 1.872 2.062 2.254
H: -0.056 1.662 -3.054
H: -0.022 0.323 -3.675
O: -0.589 1.101 -3.562

Atomic partial charges in e from the Löwdin method, atoms 1 to 8: -0.08, -0.22, -0.18, -0.13, 0.09, 0.00, 0.10, 0.09

A molecular structure, C32H36ClN5O2PtS2. Source: the Open Molecules 2025 dataset; level of theory: ωB97M-V/def2-TZVPD.

Computed properties:
- Highest occupied orbital energy (alpha / beta): -13.2 / -13.2 eV
- Frontier orbital gap (alpha / beta): 3.638 / 3.588 eV
- Charge: +2

Element x y z (Å)
Pt: 0.491 1.619 -1.854
C: -0.715 5.776 -2.312
C: -0.816 4.292 -2.174
N: 0.335 3.592 -1.902
N: 1.349 4.338 -1.620
C: 2.455 3.686 -1.228
S: 2.543 1.988 -1.065
S: 3.773 4.751 -0.962
C: 4.935 3.832 0.128
C: 4.522 4.262 1.503
C: 5.021 5.455 2.033
C: 4.630 5.873 3.292
C: 3.732 5.107 4.026
C: 3.229 3.919 3.503
C: 3.615 3.500 2.245
C: -2.049 3.639 -2.261
C: -3.235 4.410 -2.059
C: -4.465 3.852 -2.140
C: -4.620 2.477 -2.500
C: -3.541 1.692 -2.731
C: -2.223 2.207 -2.594
O: -1.263 1.420 -2.868
H: 0.153 6.025 -2.920
H: -0.559 6.248 -1.339
H: -1.599 6.189 -2.781
H: 5.922 4.192 -0.151
H: 4.872 2.764 -0.056
H: 5.726 6.043 1.456
H: 5.026 6.789 3.708
H: 3.430 5.430 5.013
H: 2.549 3.321 4.094
H: 3.243 2.567 1.837
H: -3.162 5.451 -1.785
H: -5.338 4.454 -1.932
H: -5.615 2.059 -2.577
H: -3.629 0.648 -2.999
C: -1.286 -6.485 0.911
C: -0.128 -5.844 0.132
C: 1.187 -6.419 0.673
C: -0.268 -6.261 -1.342
C: -0.172 -4.279 0.262
O: -1.302 -3.744 -0.413
C: -0.199 -3.854 1.739
C: -0.266 -2.370 2.126
C: -1.482 -1.581 1.696
C: -1.357 -0.315 1.140
C: -2.470 0.439 0.791
C: -3.732 -0.086 1.001
Cl: -5.135 0.849 0.581
C: -3.890 -1.339 1.572
C: -2.767 -2.069 1.922
C: 1.061 -3.699 -0.478
N: 0.792 -2.447 -1.185
C: 1.036 -1.199 -0.841
N: 0.584 -0.396 -1.805
C: 0.090 -1.251 -2.754
N: 0.212 -2.496 -2.405
H: -1.326 -7.548 0.678
H: -2.266 -6.075 0.646
H: -1.165 -6.399 1.990
H: 1.167 -7.505 0.577
H: 1.342 -6.194 1.728
H: 2.056 -6.070 0.110
H: -0.432 -7.337 -1.393
H: 0.629 -6.059 -1.928
H: -1.106 -5.770 -1.836
H: -2.055 -4.330 -0.282
H: 0.684 -4.268 2.230
H: -1.053 -4.348 2.202
H: 0.638 -1.834 1.820
H: -0.235 -2.359 3.220
H: -0.373 0.120 1.009
H: -2.364 1.438 0.385
H: -4.882 -1.728 1.753
H: -2.904 -3.039 2.383
H: 1.392 -4.369 -1.264
H: 1.887 -3.533 0.212
H: 1.491 -0.893 0.084
H: -0.358 -0.923 -3.675

Atomic partial charges in e from the Löwdin method, atoms 1 to 8: 1.00, 0.00, -0.17, -0.14, -0.02, -0.99, 0.71, 1.12

So what do the calculations give for max |F|? Going down the list: 0.09091, 0.01850, 0.21461, 0.08538, 0.02755, 0.00791, 0.09366, 0.04847 Eh/bohr.